A molecular structure, C27H20HfN4OS at a distorted geometry, computed with ωB97M-V/def2-TZVPD.

```
! wB97M-V def2-TZVPD RIJCOSX def2/J DEFGRID3
* xyz 2 1
Hf -0.6235 0.9723 0.1754
S 3.4903 1.9261 0.9320
O -1.9284 -0.4025 0.9799
N -1.4367 -1.7618 -0.8333
N -0.7011 1.8389 -1.7383
N 1.3915 0.3587 0.5631
N -0.9393 -0.5723 -1.2783
C 1.8833 1.4829 1.2683
C 4.9176 -1.2124 -1.1719
C -0.2699 2.3058 1.8627
C 2.5858 -1.5018 -0.7306
C 1.0955 2.2819 2.1324
C -3.1446 -5.0604 1.4674
C -2.4310 -4.0913 0.7326
C -2.4163 -2.7506 1.1973
C 0.7197 3.7024 3.9737
C -2.8728 -2.4656 2.5102
C -1.1717 3.0343 2.6651
C -0.9831 -1.4338 -3.6146
C 4.8922 0.0275 -0.5480
C 3.7653 -2.0236 -1.2133
C -0.7835 -0.3667 -2.6182
C -0.1148 1.6230 -4.0966
C 0.2129 2.9563 -4.0763
C -1.9387 -1.6026 0.4023
C 1.6058 3.0688 3.1451
C 2.5052 -0.2306 -0.1371
C 0.0161 3.7433 -2.9436
C -0.4092 3.1705 -1.7775
C 3.7141 0.5709 -0.1356
C -0.6647 3.7619 3.7419
C -3.6530 -3.4322 3.1526
C -3.8264 -4.7217 2.6464
C -0.5581 1.0234 -2.8906
H -2.2193 3.1236 2.3543
H -0.5339 3.7113 -0.8500
H 0.2024 0.9902 -4.9173
H 5.8139 0.6660 -0.5240
H -4.1278 -3.0697 4.0766
H -0.9537 -1.1753 -4.6992
H 5.8651 -1.4675 -1.6328
H -4.4886 -5.4388 3.1466
H -3.2651 -6.0846 1.0325
H -0.2756 -2.2939 -3.5172
H 3.8390 -3.0767 -1.5229
H -1.9341 -4.2758 -0.2089
H 0.1860 4.8270 -2.9146
H 1.7353 -2.1522 -0.8671
H -1.3457 4.2369 4.4389
H 1.0683 4.1273 4.9398
H -2.6712 -1.4894 2.9667
H 2.6510 3.0610 3.2921
H 0.5551 3.4379 -5.0015
H -2.0297 -1.8762 -3.3369
*
```

The HOMO-LUMO gap comes out at 0.207 Ha. Its HOMO energy is -13.770 eV.